No. 1
4 unconnected molecules or ions with the total composition C4H16O4 at a distorted geometry, computed with ωB97M-V with the def2-TZVPD basis set.

Each line ends with the Löwdin charge.
Element x y z (Å)
1 C 0.0496 2.7218 1.2793  -0.147
2 H 0.9925 -1.4649 -0.7066  0.069
3 H 1.4597 0.1407 -1.3958  0.088
4 H -0.3269 0.0294 -0.4378  0.041
5 O -3.6422 0.4676 -1.4283  -0.112
6 H -4.2458 2.3138 -0.6077  0.081
7 H -2.5541 1.7007 -0.2752  0.055
8 H 1.9369 -2.7679 1.6454  0.072
9 H -2.7574 0.0988 -1.4817  0.041
10 H 0.9340 -1.3072 -2.4467  0.092
11 C -3.3734 1.7834 -0.9894  -0.171
12 H 3.0062 -1.9663 0.5628  0.070
13 C 0.8417 -0.7493 -1.5148  -0.171
14 H 0.6120 2.9067 0.3641  0.088
15 H 0.5473 3.0759 2.1820  0.077
16 C 2.8498 -2.9187 1.0693  -0.175
17 H -2.9034 2.4039 -1.7524  0.074
18 O -0.4441 -0.3117 -1.3275  -0.125
19 O -0.1399 1.3238 1.3740  -0.135
20 O 2.6271 -3.9520 0.1232  -0.121
21 H 2.4162 -4.7777 0.5653  0.074
22 H -0.6397 1.1224 2.1685  0.086
23 H -0.9064 3.2452 1.2598  0.074
24 H 3.6603 -3.1185 1.7703  0.075

Atoms 1-2, force components in eV/Å:
C -0.3261 0.0843 0.4656
H 0.9731 -0.2104 -0.0495

Summary:
Gap between HOMO and LUMO, eV: 10.28
E_HOMO, eV: -9.78
Total charge: 0
Electronic energy, eV: -12595.1225
SMILES: CO.CO.CO.CO



No. 2
2 unconnected molecules or ions with the total composition C18H17N2O2 at a distorted geometry, computed with ωB97M-V with the def2-TZVPD basis set.

Each line ends with the Löwdin charge.
Element x y z (Å)
1 O 2.0224 -1.6591 0.2050  0.055
2 H -4.8762 1.1824 -4.1897  0.125
3 C -1.8332 1.4756 -2.6702  0.025
4 C -0.6228 0.6630 1.3337  -0.122
5 N -1.2060 -2.2259 -0.5609  0.294
6 H 0.1988 -1.2941 -2.3786  0.156
7 C -3.6367 -0.4760 -3.5722  -0.032
8 N -0.6604 -1.3013 -0.1265  -0.032
9 C 1.8246 -0.6416 2.3627  -0.094
10 O 0.7669 0.6772 -2.2182  -0.048
11 C 2.0435 0.3717 -2.8112  0.022
12 C 0.0637 -0.4107 0.5695  -0.178
13 H 2.5904 -0.2980 -2.1423  0.102
14 C -3.0054 1.8541 -3.3184  -0.033
15 C -2.4018 -0.8697 -3.0535  -0.002
16 H -3.2140 2.9113 -3.4866  0.122
17 C 3.4294 -0.9760 4.1666  -0.057
18 H 1.9071 -0.0805 -3.8056  0.116
19 C -3.9217 0.8868 -3.7566  -0.013
20 C 1.4765 0.3742 4.5449  -0.028
21 H 4.3506 -1.4292 4.5348  0.112
22 H -0.6617 1.4512 3.3752  0.126
23 H -2.1252 -1.9155 -2.9265  0.112
24 C 1.0177 0.1023 3.2471  -0.157
25 C -1.4748 0.1055 -2.6250  -0.193
26 C -0.3760 0.5290 2.8524  -0.118
27 C 2.6933 -0.1228 5.0059  -0.046
28 H -4.3893 -1.2313 -3.8220  0.124
29 H 2.5464 1.3301 -2.8941  0.110
30 H -1.7051 0.6251 1.1387  0.125
31 H 3.0401 0.1029 6.0175  0.116
32 C 2.9967 -1.2357 2.8676  0.001
33 H -0.2768 1.6612 1.0015  0.127
34 H 3.5694 -1.8990 2.2172  0.124
35 C 1.3745 -0.9291 0.9751  -0.281
36 H -1.0798 -0.2377 3.2266  0.138
37 H 0.8615 0.9948 5.1965  0.119
38 C -0.1464 -0.2611 -2.2602  -0.044
39 H -1.1603 2.1960 -2.2203  0.128

Atoms 1-2, force components in eV/Å:
O -0.8872 1.0069 0.8814
H 0.2890 -0.0225 0.0268

Summary:
Gap between HOMO and LUMO, eV: 6.29
E_HOMO, eV: -11.67
Total charge: +1
Electronic energy, eV: -26007.4139



No. 3
2 unconnected molecules or ions with the total composition C11H11OP at a distorted geometry, computed with ωB97M-V with the def2-TZVPD basis set.

Each line ends with the Löwdin charge.
Element x y z (Å)
1 C 0.2831 1.2579 0.6908  -0.383
2 C -2.3086 -1.9688 -0.1814  -0.009
3 H 0.7527 1.3638 2.7359  0.127
4 C 0.0001 -1.8273 -0.3105  -0.124
5 C 2.2212 2.3712 1.4533  -0.095
6 H -3.3312 -1.9908 0.1253  0.093
7 H 0.9179 -1.2578 -0.3978  0.106
8 H 2.8233 2.8096 2.2106  0.099
9 H 3.4756 3.3123 -0.0629  0.132
10 C 0.5632 1.5344 -0.6498  -0.091
11 C -1.1826 -1.2290 0.1692  -0.351
12 C 1.0210 1.7553 1.7295  -0.075
13 H -1.8594 -3.0592 -1.9351  0.135
14 C 1.6958 2.3275 -0.8898  -0.065
15 C -1.6983 -3.2522 -0.8670  -0.178
16 H 2.1611 2.3578 -1.8802  0.107
17 H -0.0784 1.3723 -1.4005  0.060
18 O -1.6402 0.2131 2.3741  -0.368
19 H -2.0885 -4.2470 -0.7590  0.110
20 H -3.4048 1.7991 -1.5290  0.030
21 P -1.2186 0.3966 0.9717  0.831
22 C 2.5470 2.6830 0.1677  -0.095
23 C -0.2690 -3.0598 -0.7793  -0.109
24 H 0.6177 -3.6619 -0.9861  0.114

Atoms 1-2, force components in eV/Å:
C -0.8132 0.0379 -1.2741
C 3.1756 -1.9318 0.3492

Summary:
Gap between HOMO and LUMO (spin up / spin down), eV: 7.62 / 7.85
E_HOMO (spin up / spin down), eV: -7.62 / -8.67
Total charge: 0
Electronic energy, eV: -22915.9898



No. 4
C5H11IN2S in the gas phase at a distorted geometry, computed with ωB97M-V with the def2-TZVPD basis set.

Each line ends with the Löwdin charge.
Element x y z (Å)
1 H 2.2829 -1.5177 1.0485  0.026
2 I -3.1536 0.0224 0.6938  0.275
3 S -1.1890 -0.8269 -0.6990  0.530
4 H -0.3249 1.3570 1.3470  0.084
5 C 0.4117 1.3308 0.5536  -0.261
6 C 2.0915 -0.5644 1.3346  -0.050
7 H -0.9549 2.9147 -1.9946  0.039
8 C -1.6507 -2.5852 -0.9043  -0.288
9 N 0.1176 -1.0307 0.0484  -0.374
10 C -0.4841 2.6938 -1.1410  0.020
11 H 1.1496 2.2644 0.8000  0.163
12 N -0.4871 1.5748 -0.5312  -0.156
13 H -1.1953 -2.8520 -1.8967  0.076
14 H 1.5101 0.0407 -0.7647  0.132
15 H 1.5635 -0.7123 2.3576  0.125
16 H 2.9412 0.0660 1.3033  0.061
17 H -1.1956 -3.1309 -0.2081  -0.005
18 H 0.0375 3.5064 -0.8221  0.046
19 C 1.1690 0.0470 0.2703  -0.399
20 H -2.6393 -2.5979 -0.7954  -0.045

Atoms 1-2, force components in eV/Å:
H 1.0007 -2.7791 -1.1061
I -0.5582 -0.0779 0.4495

Summary:
Gap between HOMO and LUMO, eV: 7.86
E_HOMO, eV: -7.98
Total charge: 0
Electronic energy, eV: -27275.6065



> Which value of total charge does entry 2 give?

+1